Model one:
This record from the Open Molecules 2025 dataset describes 2 unconnected molecules or ions with the total composition C5H11NOS. The level of theory is the ωB97M-V functional and the def2-TZVPD basis.

Last column: natural (NBO) charge in e.
Atoms and positions in Å:
C -0.465 1.364 -0.304  0.045
C -1.321 0.593 -1.151  -0.528
C -1.118 -0.944 -0.863  -0.524
S -1.421 -1.292 0.832  -0.132
C 0.964 1.388 -0.591  0.555
N 1.787 1.824 0.480  -0.614
C 1.795 0.938 1.684  -0.433
O 1.438 1.097 -1.656  -0.547
H -1.796 -4.484 0.262  0.008
H -0.825 1.779 0.627  0.228
H -1.068 0.724 -2.192  0.263
H -2.355 0.887 -1.069  0.240
H -0.083 -1.138 -1.122  0.230
H -1.773 -1.564 -1.468  0.214
H -1.927 -5.186 0.515  -0.012
H 2.707 1.771 0.027  0.383
H 1.996 1.559 2.567  0.202
H 2.622 0.238 1.645  0.199
H 0.841 0.446 1.778  0.223

The calculation puts the orbital gap at 5.12 eV. The LUMO energy comes out at -3.00 eV. The spin multiplicity is 1.

***

Model two:
This record from the Open Molecules 2025 dataset describes C5H11NOS in the gas phase. The level of theory is the ωB97M-V functional and the def2-TZVPD basis.

Last column: natural (NBO) charge in e.
Atoms and positions in Å:
C -1.704 1.992 -0.444  -0.310
O -1.044 0.817 0.357  -0.390
N -0.664 -0.269 -0.348  -0.147
C -1.283 -1.349 0.003  -0.047
S -2.948 -1.173 0.324  -0.164
C 0.801 -0.095 -0.133  -0.099
C 1.603 -1.187 -0.718  -0.647
C 1.203 0.205 1.363  -0.645
H -1.760 3.068 0.158  0.229
H -2.926 1.826 -0.701  0.212
H -1.261 2.025 -1.500  0.196
H -0.754 -2.322 -0.011  0.218
H 0.885 0.655 -0.885  0.221
H 1.355 -2.353 -0.448  0.210
H 1.275 -1.246 -1.835  0.231
H 2.769 -1.096 -0.431  0.242
H 1.330 1.295 1.879  0.251
H 2.352 -0.199 1.189  0.199
H 0.770 -0.595 2.182  0.239

The calculation puts the orbital gap at 8.52 eV. The LUMO energy comes out at 0.43 eV. The spin multiplicity is 1. Its structure (SMILES) is CON(C=S)C(C)C.

***

Model three:
This record from the Open Molecules 2025 dataset describes C5H11NOS in the gas phase. The level of theory is the ωB97M-V functional and the def2-TZVPD basis.

Last column: natural (NBO) charge in e.
Atoms and positions in Å:
C -0.396 0.109 2.126  -0.605
C 0.088 0.416 0.702  -0.047
C -0.818 -0.113 -0.412  -0.430
C -0.255 -1.334 -1.161  -0.519
S -0.847 -2.955 -0.635  -0.037
N 0.345 1.848 0.624  -0.629
C 1.309 2.320 -0.201  0.534
O 1.785 3.435 -0.220  -0.597
H -1.331 0.642 2.304  0.198
H -0.672 -0.932 2.239  0.227
H 0.328 0.488 2.837  0.219
H 1.019 -0.097 0.636  0.195
H -1.881 -0.285 -0.231  0.215
H -0.857 0.675 -1.173  0.222
H 0.836 -1.344 -1.137  0.220
H -0.499 -1.224 -2.212  0.214
H -2.098 -2.624 -0.291  0.115
H -0.135 2.491 1.233  0.406
H 1.689 1.574 -0.923  0.098

The calculation puts the orbital gap at 10.04 eV. The LUMO energy comes out at 0.76 eV. The spin multiplicity is 1. Its structure (SMILES) is C[C@@H](CCS)NC=O.

***

Model four:
This record from the Open Molecules 2025 dataset describes 3 unconnected molecules or ions with the total composition C5H11NOS. The level of theory is the ωB97M-V functional and the def2-TZVPD basis.

Last column: natural (NBO) charge in e.
Atoms and positions in Å:
C 0.588 -1.590 1.340  0.118
N 0.938 -2.382 0.430  -0.386
C 0.141 -2.164 -0.751  -0.254
C -0.960 -1.139 -0.379  -0.428
C -0.534 -0.645 1.011  -0.490
H 1.084 -1.588 2.297  0.181
H -0.263 -3.122 -1.085  0.198
H 0.805 -1.790 -1.535  0.199
H -1.934 -1.625 -0.341  0.206
H -1.007 -0.330 -1.105  0.208
H -0.149 0.376 0.988  0.228
H -1.330 -0.699 1.754  0.216
C -1.221 2.747 -1.054  -0.476
S -0.080 3.541 -0.253  0.089
H -2.088 2.337 -0.550  0.190
H -1.157 2.594 -2.123  0.190
O 2.239 1.496 0.334  -0.939
H 2.118 1.905 1.194  0.472
H 2.810 2.078 -0.171  0.476

The calculation puts the orbital gap at 8.61 eV. The LUMO energy comes out at -0.43 eV. The spin multiplicity is 1. Its structure (SMILES) is C1=NCCC1.C=S.O.

***

Most stable structure, least stable structure: model three, model two.

***

Model one:
This record from the Open Molecules 2025 dataset describes a molecular structure, C5H11NOS. The level of theory is the ωB97M-V functional and the def2-TZVPD basis.

Last column: natural (NBO) charge in e.
Atoms and positions in Å:
C 1.381 0.105 0.763  0.035
C 1.799 0.838 -0.573  -0.489
C 0.593 0.649 -1.492  -0.538
S 0.376 -1.095 -2.050  -0.152
C 0.598 0.842 1.656  0.515
N -0.500 0.093 2.389  -0.622
C -1.473 -0.576 1.536  -0.440
O 0.593 2.058 1.898  -0.533
H -2.093 -3.032 -3.441  -0.007
H 1.843 -0.879 0.762  0.259
H 1.847 1.865 -0.199  0.253
H 2.719 0.413 -1.044  0.249
H -0.427 0.969 -1.187  0.230
H 0.904 1.232 -2.360  0.206
H -2.144 -2.322 -3.828  0.007
H -0.776 0.815 3.112  0.399
H -0.969 -1.037 0.631  0.236
H -2.077 -1.189 2.214  0.213
H -2.195 0.253 1.211  0.180

The calculation puts the orbital gap at 4.45 eV. The LUMO energy comes out at -3.54 eV. The spin multiplicity is 1.

***

Model two:
This record from the Open Molecules 2025 dataset describes a molecular structure, C5H11NOS. The level of theory is the ωB97M-V functional and the def2-TZVPD basis.

Last column: natural (NBO) charge in e.
Atoms and positions in Å:
C -0.003 0.420 2.377  -0.603
C 0.482 -0.894 1.577  -0.493
C -0.123 -1.160 0.276  0.107
C 1.191 0.695 -0.668  -0.462
C -1.343 0.176 -2.475  -0.310
H -1.053 0.229 2.709  0.215
H 0.467 0.688 3.371  0.229
H -0.028 1.344 1.699  0.203
H 0.393 -1.825 2.233  0.259
H 1.441 -0.628 1.295  0.219
H 0.761 1.804 0.209  0.205
H 1.240 1.151 -1.964  0.267
H 2.419 0.128 -0.244  0.217
H -2.117 0.410 -1.523  0.230
H -0.909 1.318 -2.922  0.178
H -1.584 -0.704 -3.364  0.244
N 0.084 -0.204 -0.723  -0.236
O -0.151 -0.532 -2.002  -0.379
S -1.168 -2.419 0.139  -0.089

The calculation puts the orbital gap at 8.66 eV. The LUMO energy comes out at 0.36 eV. The spin multiplicity is 1.

***

Most stable structure, least stable structure: model one, model two.

***

Model one:
This record from the Open Molecules 2025 dataset describes 2 unconnected molecules or ions with the total composition C11H16N2O2. The level of theory is the ωB97M-V functional and the def2-TZVPD basis.

Last column: natural (NBO) charge in e.
Atoms and positions in Å:
C -2.016 -0.227 1.123  -0.642
C -1.363 1.122 0.830  0.153
C -1.646 1.883 -0.408  -0.659
N -0.901 1.644 1.908  0.369
O -0.840 1.220 3.075  -0.521
O -0.350 2.981 1.750  -0.611
H -1.909 -0.457 2.152  0.256
H -3.055 -0.170 0.904  0.222
H -1.415 -1.046 0.566  0.220
H -1.659 1.184 -1.340  0.229
H -2.734 2.270 -0.442  0.228
H -1.080 2.794 -0.542  0.258
H -0.008 3.395 2.566  0.500
C 1.906 -3.214 0.187  -0.364
C 1.431 -2.145 -0.410  -0.030
C 0.418 -2.213 -1.499  -0.641
C 2.112 -0.821 -0.277  -0.024
C 2.739 -0.386 -1.441  -0.257
C 3.281 0.941 -1.458  0.061
N 3.377 1.606 -0.366  -0.439
C 2.819 1.190 0.747  0.046
C 2.130 -0.017 0.863  -0.256
H 2.671 -3.095 1.086  0.195
H 1.651 -4.242 0.063  0.202
H 0.410 -1.253 -1.922  0.220
H -0.699 -2.339 -1.122  0.217
H 0.673 -3.004 -2.148  0.227
H 2.796 -1.055 -2.273  0.216
H 3.735 1.363 -2.358  0.190
H 2.991 1.896 1.600  0.196
H 1.706 -0.404 1.822  0.239

The calculation puts the orbital gap at 9.40 eV. The LUMO energy comes out at 0.72 eV. The spin multiplicity is 1. Its structure (SMILES) is CC(C)=[N+]([O-])O.C=C(C)c1ccncc1.

***

Model two:
This record from the Open Molecules 2025 dataset describes C11H16N2O2 in the gas phase. The level of theory is the ωB97M-V functional and the def2-TZVPD basis.

Last column: natural (NBO) charge in e.
Atoms and positions in Å:
C -5.574 -1.313 0.222  -0.600
C -4.153 -1.003 0.676  -0.388
C -3.469 0.000 -0.251  -0.389
C -2.047 0.319 0.204  -0.381
C -1.369 1.331 -0.727  -0.492
C 0.028 1.651 -0.227  0.674
O 0.317 2.639 0.398  -0.569
N 0.932 0.664 -0.542  -0.453
N 2.213 0.728 -0.159  -0.182
C 3.005 -0.217 -0.475  0.002
C 4.381 -0.186 -0.087  0.198
C 5.106 0.740 0.628  -0.251
C 6.420 0.238 0.699  -0.314
C 6.406 -0.950 0.029  0.099
O 5.184 -1.217 -0.449  -0.389
H -6.176 -0.408 0.210  0.202
H -5.572 -1.736 -0.780  0.200
H -6.042 -2.028 0.895  0.209
H -3.570 -1.927 0.703  0.193
H -4.176 -0.597 1.690  0.196
H -3.444 -0.406 -1.265  0.191
H -4.054 0.922 -0.278  0.197
H -1.463 -0.605 0.238  0.191
H -2.071 0.731 1.214  0.212
H -1.942 2.258 -0.733  0.235
H -1.328 0.937 -1.744  0.206
H 0.617 -0.146 -1.082  0.362
H 2.683 -1.093 -1.054  0.163
H 4.721 1.651 1.036  0.242
H 7.261 0.693 1.181  0.231
H 7.177 -1.670 -0.168  0.203

The calculation puts the orbital gap at 8.57 eV. The LUMO energy comes out at 0.51 eV. The spin multiplicity is 1. Its structure (SMILES) is CCCCCC(=O)N/N=C/c1ccco1.

***

Most stable structure, least stable structure: model two, model one.

***

Model one:
This record from the Open Molecules 2025 dataset describes a molecular structure, C31H26GeMoN5O3S2. The level of theory is the ωB97M-V functional and the def2-TZVPD basis.

Last column: Mulliken spin population.
Atoms and positions in Å:
Mo -0.058 1.218 1.064  2.087
N 2.683 3.605 -1.434  -0.006
C 1.997 3.059 -0.435  0.014
S 1.616 1.312 -0.567  -0.027
N 1.696 3.759 0.614  -0.010
N 0.961 3.037 1.504  -0.020
C 0.714 3.565 2.648  0.042
C -0.051 2.782 3.609  0.040
C -0.309 3.221 4.893  0.003
C -1.008 2.387 5.757  0.022
C -1.417 1.143 5.311  0.004
C -1.133 0.769 4.008  0.077
N -0.470 1.570 3.170  -0.061
H 2.884 3.088 -2.271  0.001
H 2.903 4.589 -1.400  0.001
H 1.101 4.548 2.891  0.000
H 0.036 4.195 5.209  0.000
H -1.227 2.710 6.765  0.000
H -1.965 0.467 5.951  0.001
H -1.460 -0.181 3.608  -0.011
O -1.302 3.588 -1.095  -0.004
C -2.044 2.790 -0.601  -0.016
N -1.861 2.275 0.714  0.032
S -2.876 1.046 1.011  -0.036
O -3.758 1.145 2.121  -0.004
O -1.847 -0.047 1.157  -0.049
C -3.708 1.051 -0.521  0.021
C -4.754 0.259 -0.950  0.000
C -5.275 0.548 -2.205  0.000
C -4.769 1.598 -2.971  0.001
C -3.723 2.390 -2.510  0.001
C -3.194 2.103 -1.266  0.005
H -5.150 -0.543 -0.342  0.000
H -6.093 -0.044 -2.591  0.000
H -5.208 1.805 -3.938  0.000
H -3.332 3.212 -3.094  0.000
C -0.030 -2.423 2.047  0.024
Ge 0.492 -1.349 0.494  -0.057
C -0.584 -1.855 -1.050  -0.017
C -1.113 -0.905 -1.923  0.007
C -1.879 -1.294 -3.013  0.010
C -2.124 -2.642 -3.242  0.000
C -1.606 -3.596 -2.377  -0.001
C -0.841 -3.204 -1.286  -0.002
C 2.425 -1.767 0.246  0.138
C 3.157 -1.898 1.447  -0.002
C 4.494 -2.232 1.466  0.078
C 5.174 -2.438 0.263  0.193
C 4.506 -2.303 -0.961  -0.044
C 5.194 -2.508 -2.169  0.189
C 4.545 -2.366 -3.394  0.052
C 3.207 -2.022 -3.420  0.034
C 2.500 -1.821 -2.230  0.103
C 3.121 -1.957 -0.980  0.113
H 0.286 -3.456 1.902  0.000
H -1.115 -2.399 2.127  -0.002
H 0.403 -2.059 2.979  0.000
H -0.930 0.156 -1.767  -0.013
H -2.282 -0.545 -3.683  0.000
H -2.718 -2.949 -4.092  0.000
H -1.799 -4.647 -2.549  0.000
H -0.449 -3.964 -0.619  0.001
H 2.651 -1.747 2.392  -0.009
H 5.017 -2.341 2.407  0.007
H 6.225 -2.701 0.269  0.000
H 6.241 -2.784 -2.138  0.002
H 5.089 -2.530 -4.314  0.004
H 2.693 -1.912 -4.365  -0.002
H 1.452 -1.560 -2.282  0.089

The calculation puts the orbital gap (spin up / spin down) at 7.00 / 5.07 eV. Its total charge is +2. The LUMO energy (spin up / spin down) comes out at -6.57 / -8.76 eV. The spin multiplicity is 4.

***

Model two:
This record from the Open Molecules 2025 dataset describes a molecular structure, C31H26GeMoN5O3S2. The level of theory is the ωB97M-V functional and the def2-TZVPD basis.

Last column: Mulliken spin population.
Atoms and positions in Å:
Mo 1.695 2.081 0.301  2.799
N -0.755 5.372 -1.113  -0.002
C 0.253 4.603 -0.711  0.014
S 0.001 3.665 0.787  -0.026
N 1.362 4.583 -1.402  -0.010
N 2.275 3.756 -0.835  -0.114
C 3.534 3.976 -0.994  0.093
C 4.411 3.186 -0.142  0.058
C 5.787 3.310 -0.117  0.007
C 6.511 2.589 0.821  0.032
C 5.838 1.763 1.711  -0.009
C 4.463 1.671 1.626  0.062
N 3.760 2.366 0.722  0.011
H -1.576 5.487 -0.548  0.000
H -0.624 5.972 -1.913  0.000
H 3.889 4.778 -1.630  -0.001
H 6.277 3.973 -0.818  0.001
H 7.588 2.679 0.865  0.001
H 6.368 1.199 2.464  0.000
H 3.895 1.039 2.298  -0.004
O 0.986 0.643 2.037  0.022
C 0.961 -0.218 1.160  -0.037
N 0.338 0.080 -0.079  0.084
S 1.415 -0.496 -1.218  -0.010
O 2.396 0.623 -1.225  0.002
O 0.857 -0.883 -2.456  -0.001
C 2.079 -1.770 -0.201  0.038
C 2.854 -2.856 -0.540  0.000
C 3.277 -3.670 0.510  0.000
C 2.953 -3.374 1.833  0.000
C 2.196 -2.253 2.157  -0.001
C 1.741 -1.465 1.115  -0.017
H 3.112 -3.074 -1.567  0.000
H 3.869 -4.548 0.292  0.000
H 3.292 -4.032 2.621  0.000
H 1.938 -2.020 3.182  0.000
C -1.857 1.348 -1.738  0.003
Ge -1.784 -0.039 -0.398  -0.003
C -2.387 0.344 1.377  -0.001
C -2.821 1.609 1.769  0.005
C -3.257 1.819 3.069  -0.001
C -3.256 0.771 3.979  0.001
C -2.836 -0.495 3.592  0.000
C -2.409 -0.713 2.291  0.001
C -2.053 -1.882 -0.897  0.003
C -1.217 -2.880 -0.464  -0.004
C -1.436 -4.224 -0.829  0.000
C -2.497 -4.547 -1.621  0.000
C -3.407 -3.556 -2.060  0.000
C -4.533 -3.889 -2.853  0.000
C -5.425 -2.933 -3.238  0.000
C -5.241 -1.592 -2.839  0.000
C -4.161 -1.241 -2.084  0.001
C -3.200 -2.204 -1.684  0.003
H -2.892 1.614 -1.947  0.000
H -1.401 0.987 -2.660  0.001
H -1.336 2.237 -1.385  -0.002
H -2.833 2.427 1.060  0.000
H -3.604 2.798 3.372  0.000
H -3.600 0.937 4.991  0.000
H -2.861 -1.314 4.298  0.000
H -2.119 -1.711 1.980  0.000
H -0.377 -2.659 0.182  0.000
H -0.762 -4.993 -0.475  0.000
H -2.671 -5.576 -1.910  0.000
H -4.677 -4.923 -3.139  0.000
H -6.283 -3.200 -3.840  0.000
H -5.967 -0.843 -3.128  0.000
H -4.054 -0.209 -1.768  0.000

The calculation puts the orbital gap (spin up / spin down) at 6.13 / 5.58 eV. Its total charge is +2. The LUMO energy (spin up / spin down) comes out at -6.58 / -7.13 eV. The spin multiplicity is 4.

***

Most stable structure, least stable structure: model two, model one.